1.
{"formula": "C17H68ClN34O21", "method": "ωB97M-V/def2-TZVPD", "symbols": ["Cl", "O", "O", "O", "O", "C", "O", "N", "N", "H", "H", "H", "H", "C", "O", "N", "N", "H", "H", "H", "H", "C", "O", "N", "N", "H", "H", "H", "H", "C", "O", "N", "N", "H", "H", "H", "H", "C", "O", "N", "N", "H", "H", "H", "H", "C", "O", "N", "N", "H", "H", "H", "H", "C", "O", "N", "N", "H", "H", "H", "H", "C", "O", "N", "N", "H", "H", "H", "H", "C", "O", "N", "N", "H", "H", "H", "H", "C", "O", "N", "N", "H", "H", "H", "H", "C", "O", "N", "N", "H", "H", "H", "H", "C", "O", "N", "N", "H", "H", "H", "H", "C", "O", "N", "N", "H", "H", "H", "H", "C", "O", "N", "N", "H", "H", "H", "H", "C", "O", "N", "N", "H", "H", "H", "H", "C", "O", "N", "N", "H", "H", "H", "H", "C", "O", "N", "N", "H", "H", "H", "H"], "xyz": [[-0.0222, 0.0344, 0.6728], [0.9801, -0.8489, 1.0726], [0.1762, 0.0300, -0.7271], [-1.3361, -0.3937, 0.9974], [0.0790, 1.3667, 1.2221], [4.7032, -1.1358, 0.3964], [5.9132, -1.3099, 0.2152], [4.1869, -0.6722, 1.4747], [3.6869, -1.4735, -0.3887], [4.8237, -0.4541, 2.2277], [3.2002, -0.5175, 1.6248], [2.8145, -1.1902, 0.0342], [3.8787, -2.2754, -0.9720], [-2.7433, 3.6180, 1.3786], [-3.4106, 4.5950, 1.2782], [-2.5760, 2.8374, 0.4235], [-2.1609, 3.2185, 2.4982], [-1.7384, 2.3058, 0.6133], [-2.7028, 3.4470, -0.3718], [-2.3595, 3.8400, 3.2691], [-1.8106, 2.3236, 2.8088], [3.3355, 5.4157, 0.5399], [3.6592, 4.3100, 0.6656], [3.7933, 6.4803, 1.1877], [2.4499, 5.8446, -0.3107], [3.3240, 7.3539, 1.3792], [4.3349, 6.1141, 1.9576], [1.7788, 5.2673, -0.7969], [2.2895, 6.8324, -0.4476], [-0.7427, -0.5121, 5.4744], [-1.3035, 0.5687, 5.5903], [0.4532, -0.7736, 5.9242], [-1.2486, -1.4781, 4.7605], [0.6279, -1.7665, 5.9851], [0.9330, -0.1342, 6.5414], [-0.6920, -2.3157, 4.6669], [-2.0812, -1.4921, 4.1890], [-2.7286, -4.1770, -3.4888], [-3.6537, -4.6802, -4.1008], [-2.8350, -3.6413, -2.2857], [-1.4906, -4.2445, -3.8591], [-2.0310, -3.3172, -1.7675], [-3.7366, -3.3559, -1.9310], [-0.6950, -4.3127, -3.2406], [-1.4215, -4.7924, -4.7048], [3.8675, 1.9855, -3.9878], [4.8835, 2.3743, -3.5438], [3.4020, 0.8172, -3.5727], [3.0106, 2.6312, -4.7929], [2.5693, 0.4296, -3.9927], [3.9977, 0.2948, -2.9462], [3.3387, 3.5330, -5.1080], [2.0234, 2.4182, -4.7955], [-0.1326, -4.3668, -0.0263], [-1.0932, -3.8446, 0.4676], [-0.0153, -5.6862, -0.3876], [0.9130, -3.7094, -0.2976], [0.7987, -6.1852, -0.7171], [-0.8902, -6.1751, -0.5124], [1.3463, -4.1066, -1.1189], [1.1307, -2.7861, 0.0491], [-3.7180, -2.7929, 2.2445], [-4.6975, -2.4062, 2.8949], [-2.7303, -3.3943, 2.8877], [-3.5014, -2.7918, 0.9566], [-1.9189, -3.8675, 2.5163], [-2.8969, -3.2953, 3.8789], [-2.5795, -3.1141, 0.6990], [-4.2286, -2.6351, 0.2735], [-0.9956, 3.3518, -2.6467], [-2.1811, 3.1008, -2.3795], [-0.7197, 4.2259, -3.4905], [0.0938, 2.7618, -2.1839], [0.2545, 4.4710, -3.5947], [-1.4345, 4.7783, -3.9423], [0.9791, 3.2464, -2.1445], [-0.2688, 2.0720, -1.5414], [-2.5272, 3.3212, -6.1621], [-1.4977, 3.7104, -6.7037], [-3.7708, 3.8066, -6.3222], [-2.5902, 2.3259, -5.2800], [-4.5524, 3.6343, -5.7060], [-4.0401, 4.3411, -7.1357], [-1.7487, 1.9246, -4.8916], [-3.4717, 1.9195, -5.0011], [1.7677, -3.5602, 3.8552], [0.5939, -3.4581, 4.1100], [2.4225, -2.5295, 3.3529], [2.6306, -4.2112, 4.5946], [1.9157, -1.6849, 3.1293], [3.4274, -2.6292, 3.3361], [2.3101, -4.6342, 5.4539], [3.5663, -4.3471, 4.2396], [1.9725, -3.8682, -3.5604], [1.1724, -4.4907, -3.0360], [2.8147, -4.3523, -4.4347], [2.1921, -2.6029, -3.3440], [2.5945, -5.2913, -4.7343], [3.7040, -4.0070, -4.7664], [1.7762, -2.1281, -2.5555], [2.9839, -2.1753, -3.8026], [1.1998, 3.2773, 4.2623], [0.9075, 3.9728, 5.2352], [1.8385, 3.7668, 3.2577], [0.7207, 2.0523, 3.9737], [2.0044, 4.7577, 3.1539], [1.9259, 3.1030, 2.5016], [0.9897, 1.6506, 3.0869], [0.2151, 1.4828, 4.6372], [0.2302, 7.1359, 2.1720], [1.2404, 7.2479, 2.8343], [-0.0850, 5.9784, 1.7524], [-0.5797, 8.0517, 1.6972], [-0.8017, 5.6458, 1.1233], [0.5463, 5.2927, 2.1415], [-1.1942, 7.6718, 0.9914], [-0.3954, 9.0390, 1.8037], [-5.6400, 0.7429, 0.8940], [-5.9222, 1.6346, 0.1723], [-6.1280, -0.4137, 0.9110], [-4.5428, 0.7487, 1.6092], [-6.6173, -0.7696, 0.1022], [-5.7760, -0.9560, 1.6869], [-3.9701, 1.5251, 1.3103], [-4.2103, -0.0139, 2.1820], [-2.8620, -0.2831, -2.7194], [-3.7428, -0.3224, -3.5444], [-1.5805, -0.7261, -2.8624], [-3.1311, -0.0721, -1.5212], [-1.3788, -0.6063, -3.8448], [-0.8368, -0.5897, -2.1928], [-2.4131, -0.1771, -0.8187], [-4.0243, 0.2881, -1.2170], [3.0698, -6.7624, 0.7627], [2.7397, -6.6058, -0.4121], [3.3459, -7.9726, 1.2188], [3.3291, -5.7854, 1.5657], [3.1874, -8.7713, 0.6211], [3.5627, -8.2296, 2.1712], [3.0686, -4.8377, 1.3331], [3.5566, -6.0573, 2.5115]], "atomic_forces_ev_per_a": [[-2.7, 1.9, -0.6], [2.8, -2.1, 3.3], [-0.4, 1.2, -2.7], [-0.4, -1.0, 0.3], [1.3, -0.1, -0.1], [3.0, -1.4, -1.4], [-1.0, -0.1, -0.2], [-0.3, 2.6, 5.8], [-0.6, -0.7, -2.8], [-0.2, 0.4, -0.2], [0.3, 0.0, 0.0], [-0.5, -0.9, -1.1], [-0.7, 0.2, -0.2], [-0.7, 1.0, 4.7], [-1.8, 4.2, 0.2], [1.4, -3.8, -5.5], [0.9, 0.9, 4.2], [0.2, -0.4, -1.3], [0.2, -1.3, -1.4], [0.1, -0.2, 0.1], [0.0, -0.1, -0.7], [-1.4, 3.7, -0.5], [1.8, -5.5, 1.1], [3.2, 0.9, 3.0], [-4.1, 1.2, -4.3], [-0.4, -0.6, -0.1], [0.3, 0.7, 0.3], [0.5, -0.2, 0.3], [0.1, -0.3, 0.2], [-2.8, 2.8, -0.9], [0.0, 1.1, 0.4], [3.5, -1.2, 1.6], [-1.1, -3.4, -1.4], [0.7, 0.3, 0.3], [-0.4, -0.2, 0.0], [-0.2, 0.1, -0.4], [0.1, 0.9, 0.4], [-2.3, -0.9, 1.1], [-0.9, 0.2, -0.8], [-1.2, 1.3, 3.0], [3.9, -0.9, -2.9], [-0.2, 0.2, -0.3], [0.2, -0.2, -0.3], [-0.2, 0.2, 0.0], [0.4, 0.0, 0.1], [-2.0, -0.8, 0.5], [3.9, 2.2, 0.5], [-1.3, -2.8, 0.4], [-0.5, 1.6, -1.4], [0.3, -0.3, 0.4], [-0.4, 0.0, -0.1], [-0.4, -0.1, 0.0], [0.3, 0.1, -0.1], [-1.4, -3.1, 0.0], [-2.5, 0.1, 1.5], [-2.1, -0.8, 0.2], [5.5, 2.4, -1.6], [0.4, 0.7, 0.1], [0.1, 0.1, 0.2], [0.9, 0.5, 0.1], [-0.6, -0.1, -0.1], [-1.2, -0.6, 0.7], [-0.4, 0.9, -0.6], [1.4, -0.6, 2.9], [-0.7, 0.6, -2.5], [-0.2, 0.3, -0.2], [0.5, -0.6, 0.0], [-0.2, 0.0, -0.7], [0.2, 0.2, 0.4], [-3.7, -1.9, 2.0], [0.8, -0.8, 0.5], [1.8, 6.0, -5.1], [0.2, -2.3, 1.7], [-0.4, 0.3, -0.6], [0.2, -0.2, 0.1], [-0.2, -0.6, 0.4], [1.5, -0.4, 0.7], [0.6, -0.6, 0.3], [-0.3, 0.3, -0.1], [-2.2, 2.0, -1.5], [0.8, -1.6, 1.1], [0.6, -0.3, 0.1], [0.6, 0.0, 0.2], [-0.3, 0.2, -0.2], [0.4, -0.1, 0.2], [-0.8, 4.0, 2.3], [-2.2, -1.7, -0.4], [1.2, 1.6, -3.2], [2.0, -4.6, 1.9], [0.2, -0.2, -0.5], [-0.3, 1.1, -0.3], [0.2, -0.4, -0.5], [-0.1, -0.1, 0.7], [4.3, 3.2, -2.1], [-6.2, -5.0, 3.8], [2.2, -3.2, -3.4], [0.7, 4.4, 1.0], [0.2, 0.1, 0.1], [-0.5, 0.4, 0.3], [0.0, 0.0, -0.2], [-0.3, 0.2, 0.3], [-3.1, 0.8, 3.0], [0.2, -0.8, 0.5], [2.6, 1.0, -3.8], [0.1, -1.7, 0.3], [0.3, -0.3, 0.2], [0.6, 1.0, -0.6], [-0.4, -0.2, 0.4], [-0.2, 0.4, 0.1], [1.5, 1.4, 0.4], [1.4, 1.5, 1.4], [-0.5, -6.4, -1.2], [-1.6, 2.8, -0.8], [-0.2, 0.4, 0.4], [-0.6, -0.5, -0.4], [-0.3, 1.0, 0.2], [-0.2, -0.4, -0.1], [2.5, 1.4, -0.4], [-1.6, 3.4, -2.7], [-4.2, -6.3, 0.1], [3.4, 2.2, 2.4], [-0.3, 0.0, 0.7], [-0.5, -1.3, -0.5], [0.5, -0.1, 0.8], [0.1, 0.3, -0.3], [0.5, -2.0, -2.0], [-0.5, 0.6, -2.9], [1.0, -0.2, -2.8], [-1.4, 1.7, 7.6], [0.8, -0.5, 0.0], [-0.4, 0.4, -0.1], [-0.4, 0.3, 0.2], [0.1, 0.0, -0.2], [-0.2, -0.8, -3.6], [-0.5, 0.1, -0.3], [0.3, -3.3, 1.1], [0.6, 2.6, 2.9], [-0.1, 0.5, -0.1], [-0.1, 0.5, -0.1], [-0.1, -0.2, 0.0], [-0.1, 0.7, -0.1]], "e_tot_ha": -4590.75582, "charge": -1, "homo_lumo_gap_ev": 7.9}

---

2.
{"formula": "C17H8F7IrN3O2S", "method": "ωB97M-V/def2-TZVPD", "symbols": ["Ir", "F", "C", "C", "F", "C", "F", "C", "S", "C", "F", "C", "F", "N", "N", "C", "O", "O", "H", "H", "H", "F", "C", "F", "H", "N", "C", "C", "C", "C", "C", "C", "C", "C", "C", "H", "H", "H", "H"], "xyz": [[0.5022, 0.1894, -0.2261], [-2.0280, 5.0303, 4.5765], [-1.4267, 3.9566, 4.0316], [-1.2790, 3.8498, 2.6501], [-1.7303, 4.8282, 1.8463], [-0.6689, 2.7321, 2.1061], [-0.5158, 2.6559, 0.7606], [-0.1978, 1.6607, 2.8839], [0.4844, 0.2178, 2.2627], [-0.3316, 1.8249, 4.2786], [0.1279, 0.8716, 5.1001], [-0.9309, 2.9347, 4.8420], [-1.0422, 3.0286, 6.1784], [0.5567, -2.4051, -2.1049], [1.3990, -3.0515, -1.1884], [2.2300, -2.4229, -0.2634], [2.9854, -3.1189, 0.3892], [2.1353, -1.1474, -0.2042], [-0.2863, -2.0515, -1.6391], [1.0403, -1.6216, -2.5477], [1.5774, -4.0293, -1.3660], [-3.3638, 0.3357, -1.7275], [-2.3324, 0.8845, -1.0304], [-2.3840, 0.2828, 0.1973], [-2.5622, 1.9496, -0.8759], [-1.7491, 0.0840, -9.5341], [-1.4039, 0.1864, -8.4369], [-1.0563, 0.2990, -7.0917], [-0.8506, 1.5707, -6.5109], [-0.6774, 1.7069, -5.1664], [-0.7675, 0.5637, -4.3045], [-0.8459, -0.7287, -4.9242], [-0.9753, -0.8510, -6.2731], [-0.8677, 0.6696, -2.9606], [-0.9819, 0.6864, -1.6784], [-0.8575, 2.4307, -7.1669], [-0.5198, 2.6782, -4.7199], [-0.8290, -1.5999, -4.2855], [-1.0473, -1.8269, -6.7309]], "atomic_forces_ev_per_a": [[0.5, -0.4, 0.5], [0.2, -0.3, -0.1], [0.1, -0.2, -0.1], [0.0, 0.0, 0.1], [0.1, -0.1, 0.2], [0.3, -0.6, 0.1], [-0.3, 0.4, 0.5], [-0.5, 1.1, 0.4], [0.4, -0.7, -1.0], [0.0, 0.0, -0.5], [-0.1, 0.1, -0.1], [-0.2, 0.3, -0.1], [0.0, 0.0, -0.3], [-0.1, 0.0, 0.1], [-0.4, -0.1, -0.3], [-0.3, -1.1, -0.2], [0.3, -0.1, 0.2], [-0.5, 1.7, 0.0], [0.5, -0.1, -0.1], [-0.1, -0.2, 0.2], [0.0, 0.3, 0.0], [-0.1, -0.1, -0.4], [-0.2, 0.5, 0.1], [0.1, 0.0, 0.1], [0.1, -0.2, -0.1], [0.1, 0.0, 0.1], [-0.3, -0.2, -1.3], [0.4, 0.1, 1.3], [-0.1, -0.1, -0.3], [0.0, 0.0, 0.2], [-0.1, -0.1, -0.3], [0.0, 0.0, 0.2], [-0.1, 0.1, -0.2], [0.0, 0.1, 0.2], [0.3, -0.3, 0.8], [0.0, 0.1, 0.1], [-0.1, 0.1, 0.0], [0.0, -0.1, 0.0], [-0.1, -0.1, 0.0]], "e_tot_ha": -2168.85299, "e_above_lowest_kcal_mol": 0.0, "charge": -1, "homo_lumo_gap_ev": [6.9, 6.3], "spin_multiplicity": 5}

---

Which formula does entry 1 have?
C17H68ClN34O21